Record 1
Molecular formula: C6H9NO
Method: DFT, ωB97M-V/def2-TZVPD

Geometry (Å):
C1 -2.187 -0.649 -0.283
C2 -1.020 -0.163 0.552
C3 0.781 0.878 0.330
C4 2.064 0.760 -0.194
C5 2.326 -0.492 0.003
C6 0.280 -0.624 0.025
H1 -1.788 -1.145 -1.345
H2 -2.610 0.679 -0.429
H3 -3.246 -1.340 0.566
H4 -1.212 -0.277 1.608
H5 -0.918 1.457 -0.892
H6 0.836 1.135 1.370
H7 2.556 1.494 -0.483
H8 3.261 -0.993 -0.224
H9 0.143 -0.400 -0.990
N1 -0.648 1.157 0.133
O1 1.383 -1.478 0.251

Computed properties:
- Orbital gap: 9.5 eV
- Highest occupied orbital energy: -8.546 eV
- Total energy: -9896.4709 eV
- Energy relative to the best compared isomer or geometry (same formula, charge and spin): 881.22 kJ/mol

=====

Record 2
Molecular formula: C6H9NO
Method: DFT, ωB97M-V/def2-TZVPD

Geometry (Å):
C1 -0.285 1.706 -0.438
C2 -0.029 -0.532 -0.937
C3 0.978 -0.891 0.175
C4 -0.064 -1.723 0.751
C5 -0.905 -0.462 0.412
C6 -0.363 0.760 0.790
H1 0.616 2.293 -0.162
H2 -1.355 2.302 -0.328
H3 -1.024 0.962 -2.225
H4 -0.028 -1.306 -1.785
H5 1.842 -1.244 -0.142
H6 -0.715 -2.485 0.231
H7 0.183 -2.200 1.782
H8 -2.100 -0.552 0.112
H9 -0.724 1.463 1.595
N1 -0.134 0.787 -1.548
O1 1.032 0.263 0.906

Computed properties:
- Orbital gap: 9.5 eV
- Highest occupied orbital energy: -8.604 eV
- Total energy: -9900.6510 eV
- Energy relative to the best compared isomer or geometry (same formula, charge and spin): 477.91 kJ/mol

=====

Record 3
Molecular formula: C6H9NO
Method: DFT, ωB97M-V/def2-TZVPD

Geometry (Å):
C1 -3.525 -0.298 0.335
C2 -2.598 0.369 0.007
C3 -1.387 0.997 -0.293
C4 -0.360 -0.473 -0.424
O1 -0.836 -1.583 -0.557
N1 0.961 -0.272 -0.029
C5 1.535 1.065 -0.244
C6 1.776 -1.318 0.547
H1 -4.387 -0.885 0.724
H2 -1.270 1.264 -1.429
H3 -1.026 1.645 0.426
H4 2.606 1.043 0.036
H5 1.519 1.206 -1.442
H6 1.060 2.065 0.164
H7 2.328 -1.878 -0.190
H8 2.546 -0.992 1.268
H9 1.060 -1.955 1.101

Computed properties:
- Orbital gap: 9.7 eV
- Highest occupied orbital energy: -8.994 eV
- Total energy: -9901.8021 eV
- Energy relative to the best compared isomer or geometry (same formula, charge and spin): 366.84 kJ/mol

=====

Record 4
Molecular formula: C6H9NO
Method: DFT, ωB97M-V/def2-TZVPD

Geometry (Å):
C1 0.837 1.029 -1.006
O1 -0.053 1.730 -0.274
C2 -0.790 0.653 0.490
C3 0.496 0.027 1.209
N1 0.709 -1.185 0.352
C4 -0.598 -1.674 0.465
C5 -1.088 -0.234 -0.292
C6 0.352 -0.474 -1.024
H1 1.973 1.244 -0.768
H2 0.822 1.535 -1.934
H3 -1.506 0.986 1.043
H4 1.336 0.664 1.336
H5 0.386 -0.144 2.207
H6 -0.751 -2.883 0.101
H7 -0.890 -1.624 1.518
H8 -1.879 -0.025 -0.979
H9 0.710 -1.266 -1.846

Computed properties:
- Orbital gap: 10.1 eV
- Highest occupied orbital energy: -9.045 eV
- Total energy: -9898.4338 eV
- Energy relative to the best compared isomer or geometry (same formula, charge and spin): 691.84 kJ/mol

=====

Record 5
Molecular formula: C6H9NO
Method: DFT, ωB97M-V/def2-TZVPD

Geometry (Å):
C1 0.276 -0.397 -0.280
C2 -0.848 -0.907 -0.872
C3 -0.734 0.604 0.385
C4 -1.425 -2.180 -1.450
C5 -0.573 1.710 1.270
C6 2.364 0.539 0.279
N1 -1.756 0.179 -0.261
O1 1.654 -0.595 -0.256
H1 -2.201 -2.420 -0.693
H2 -0.735 -3.052 -1.448
H3 -1.877 -2.063 -2.484
H4 0.422 2.149 1.322
H5 -0.649 1.319 2.345
H6 -1.279 2.523 0.995
H7 3.390 0.659 -0.107
H8 2.234 0.608 1.383
H9 1.737 1.325 -0.130

Computed properties:
- Orbital gap: 8.2 eV
- Highest occupied orbital energy: -7.553 eV
- Total energy: -9900.9961 eV
- Energy relative to the best compared isomer or geometry (same formula, charge and spin): 444.61 kJ/mol

=====

Record 6
Molecular formula: C6H9NO
Method: DFT, ωB97M-V/def2-TZVPD

Geometry (Å):
C1 2.069 0.049 0.535
C2 -1.774 0.663 0.746
C3 0.756 0.794 0.578
C4 -0.520 0.088 0.156
C5 -0.525 -1.309 -0.280
C6 -0.110 -1.127 -1.550
N1 -0.030 0.248 -1.720
O1 0.696 1.928 1.008
H1 -0.935 0.685 -1.863
H2 -0.843 -2.179 0.274
H3 0.299 -1.815 -2.282
H4 2.104 -0.733 -0.217
H5 2.216 -0.414 1.515
H6 2.871 0.765 0.366
H7 -1.657 1.719 0.975
H8 -2.626 0.510 0.082
H9 -1.991 0.127 1.677

Computed properties:
- Orbital gap: 9.6 eV
- Highest occupied orbital energy: -8.957 eV
- Total energy: -9902.5807 eV
- Energy relative to the best compared isomer or geometry (same formula, charge and spin): 291.71 kJ/mol